Formula: C66H160F18N10O38S6
Source: the Open Molecules 2025 dataset
Level of theory: ωB97M-V/def2-TZVPD

Properties
E_HOMO ... -0.45407 Eh
Energy ... -10202.34056 Ha
Net charge ... +4

Geometry (Å):
C (2.006, -3.425, 7.899)
O (1.548, -4.427, 7.071)
C (2.532, -5.414, 6.928)
C (2.036, -6.512, 5.906)
N (1.876, -5.943, 4.436)
H (2.744, -5.835, 3.932)
H (1.477, -6.699, 3.898)
C (0.938, -4.765, 4.251)
C (0.661, -4.426, 2.785)
O (1.822, -4.572, 1.969)
C (1.784, -3.939, 0.688)
H (3.045, -3.158, 7.707)
H (2.005, -3.827, 8.912)
H (1.387, -2.529, 7.847)
H (2.723, -5.978, 7.841)
H (3.465, -5.039, 6.508)
H (1.049, -6.867, 6.203)
H (2.753, -7.313, 5.725)
H (1.349, -3.857, 4.693)
H (-0.023, -5.007, 4.706)
H (0.327, -3.397, 2.649)
H (-0.157, -5.006, 2.357)
H (2.120, -2.921, 0.886)
H (0.765, -3.956, 0.303)
H (2.535, -4.501, 0.134)
C (7.858, 8.724, -3.056)
O (8.130, 7.343, -2.744)
C (8.486, 6.576, -3.893)
C (8.886, 5.161, -3.418)
N (7.689, 4.571, -2.657)
H (7.612, 5.041, -1.767)
H (6.893, 4.738, -3.257)
C (8.005, 3.045, -2.425)
C (6.667, 2.345, -1.957)
O (5.990, 2.799, -0.812)
C (6.946, 2.731, 0.201)
H (8.630, 9.311, -3.553)
H (7.620, 9.286, -2.153)
H (6.960, 8.698, -3.674)
H (9.333, 7.003, -4.429)
H (7.591, 6.515, -4.512)
H (9.774, 5.069, -2.792)
H (9.190, 4.527, -4.251)
H (8.874, 2.954, -1.772)
H (8.221, 2.567, -3.380)
H (6.878, 1.275, -1.979)
H (5.971, 2.467, -2.787)
H (7.540, 3.644, 0.159)
H (7.607, 1.864, 0.226)
H (6.495, 2.929, 1.174)
C (-4.644, -0.178, 5.048)
O (-4.490, 1.227, 4.804)
C (-4.778, 1.570, 3.364)
C (-4.791, 3.102, 3.256)
N (-3.608, 3.739, 3.971)
H (-3.188, 3.135, 4.662)
H (-2.900, 3.987, 3.294)
C (-3.966, 5.050, 4.658)
C (-2.744, 5.924, 4.757)
O (-1.572, 5.077, 5.024)
C (-1.343, 4.746, 6.410)
H (-3.895, -0.740, 4.490)
H (-5.652, -0.546, 4.853)
H (-4.454, -0.507, 6.069)
H (-5.809, 1.289, 3.148)
H (-3.978, 1.071, 2.818)
H (-5.773, 3.416, 3.610)
H (-4.629, 3.427, 2.228)
H (-4.288, 4.851, 5.681)
H (-4.824, 5.529, 4.186)
H (-2.863, 6.730, 5.481)
H (-2.588, 6.540, 3.871)
H (-0.973, 5.653, 6.889)
H (-0.577, 3.973, 6.460)
H (-2.292, 4.459, 6.864)
C (8.190, -8.086, -0.498)
O (8.954, -6.955, -0.163)
C (9.418, -6.904, 1.196)
C (9.862, -5.486, 1.547)
N (8.550, -4.632, 1.561)
H (8.275, -4.444, 0.608)
H (7.765, -5.002, 2.078)
C (8.694, -3.215, 2.132)
C (7.495, -2.352, 1.666)
O (6.380, -3.183, 1.840)
C (5.246, -2.398, 1.398)
H (8.736, -8.986, -0.216)
H (7.962, -8.043, -1.563)
H (7.212, -8.029, -0.021)
H (10.322, -7.512, 1.157)
H (8.776, -7.341, 1.961)
H (10.533, -5.128, 0.767)
H (10.343, -5.332, 2.513)
H (9.561, -2.799, 1.620)
H (8.857, -3.347, 3.202)
H (7.611, -2.053, 0.624)
H (7.474, -1.537, 2.390)
H (4.380, -3.017, 1.632)
H (5.280, -2.446, 0.310)
H (5.078, -1.347, 1.636)
C (0.323, 8.547, 4.371)
O (0.867, 7.334, 4.018)
C (1.353, 6.657, 5.086)
C (1.652, 5.192, 4.629)
N (2.638, 5.172, 3.400)
H (2.084, 5.570, 2.655)
H (3.392, 5.843, 3.363)
C (3.014, 3.733, 3.042)
C (3.650, 3.618, 1.585)
O (2.728, 4.222, 0.715)
C (3.275, 4.377, -0.615)
H (0.389, 9.220, 3.517)
H (0.696, 9.088, 5.241)
H (-0.700, 8.323, 4.672)
H (0.621, 6.534, 5.885)
H (2.221, 7.123, 5.552)
H (0.750, 4.632, 4.380)
H (2.271, 4.844, 5.456)
H (2.053, 3.219, 3.023)
H (3.628, 3.476, 3.906)
H (3.935, 2.585, 1.384)
H (4.590, 4.169, 1.565)
H (3.554, 3.433, -1.083)
H (4.136, 5.042, -0.561)
H (2.513, 4.968, -1.124)
C (-8.448, -3.239, 2.964)
O (-9.383, -2.623, 2.017)
C (-10.039, -3.531, 1.133)
C (-10.840, -2.796, 0.045)
N (-10.086, -1.630, -0.608)
H (-10.600, -1.337, -1.426)
H (-9.990, -0.900, 0.084)
C (-8.667, -1.995, -1.150)
C (-7.945, -0.652, -1.573)
O (-8.869, 0.039, -2.402)
C (-8.809, 1.450, -2.430)
H (-7.590, -2.610, 3.202)
H (-8.080, -4.237, 2.726)
H (-8.990, -3.246, 3.909)
H (-10.754, -4.118, 1.710)
H (-9.290, -4.193, 0.699)
H (-11.760, -2.297, 0.349)
H (-11.140, -3.476, -0.752)
H (-8.803, -2.477, -2.118)
H (-8.015, -2.650, -0.572)
H (-6.969, -0.849, -2.018)
H (-7.772, -0.088, -0.657)
H (-7.844, 1.762, -2.831)
H (-9.023, 1.616, -1.374)
H (-9.636, 1.931, -2.951)
C (-7.792, 8.781, -0.698)
O (-7.359, 7.557, -1.346)
C (-6.815, 7.778, -2.631)
C (-7.058, 6.514, -3.431)
N (-6.522, 5.219, -2.701)
H (-6.679, 5.234, -1.703)
H (-7.012, 4.384, -2.990)
C (-5.067, 4.889, -3.018)
C (-4.845, 3.382, -2.894)
O (-5.680, 2.703, -3.790)
C (-5.459, 1.339, -4.075)
H (-7.048, 9.564, -0.840)
H (-7.873, 8.480, 0.346)
H (-8.770, 9.169, -0.982)
H (-5.761, 7.970, -2.434)
H (-7.377, 8.598, -3.077)
H (-6.461, 6.567, -4.341)
H (-8.089, 6.298, -3.710)
H (-4.479, 5.446, -2.288)
H (-4.708, 5.238, -3.986)
H (-4.877, 2.997, -1.875)
H (-3.842, 3.124, -3.234)
H (-5.300, 0.744, -3.175)
H (-4.583, 1.217, -4.712)
H (-6.338, 0.846, -4.490)
C (-3.783, -4.963, -1.862)
O (-2.745, -5.960, -1.949)
C (-1.635, -5.552, -1.230)
C (-0.681, -6.871, -1.112)
N (-1.466, -7.975, -0.387)
H (-1.515, -7.696, 0.582)
H (-2.427, -8.069, -0.683)
C (-0.853, -9.361, -0.354)
C (0.459, -9.463, 0.488)
O (1.473, -8.587, -0.016)
C (2.275, -7.998, 0.951)
H (-4.612, -5.192, -2.532)
H (-3.408, -3.988, -2.175)
H (-4.143, -5.029, -0.836)
H (-1.734, -5.087, -0.249)
H (-1.128, -4.856, -1.898)
H (0.171, -6.822, -0.434)
H (-0.276, -7.230, -2.059)
H (-0.719, -9.506, -1.426)
H (-1.647, -10.046, -0.058)
H (0.906, -10.434, 0.275)
H (0.246, -9.251, 1.535)
H (3.087, -8.625, 1.320)
H (1.658, -7.664, 1.785)
H (2.823, -7.187, 0.470)
C (3.522, 0.171, -1.590)
O (2.141, 0.155, -1.300)
C (1.866, 0.607, 0.003)
C (0.450, 0.175, 0.435)
N (-0.548, 0.436, -0.758)
H (-0.429, 1.381, -1.093)
H (-0.352, -0.187, -1.528)
C (-2.001, 0.218, -0.303)
C (-3.093, 0.768, -1.222)
O (-2.822, 0.388, -2.608)
C (-3.146, -0.899, -2.997)
H (4.103, -0.416, -0.880)
H (3.969, 1.162, -1.515)
H (3.627, -0.087, -2.644)
H (1.931, 1.695, 0.029)
H (2.546, 0.271, 0.786)
H (0.071, 0.806, 1.239)
H (0.410, -0.882, 0.700)
H (-2.103, 0.764, 0.634)
H (-2.184, -0.798, 0.046)
H (-3.046, 1.845, -1.061)
H (-4.077, 0.489, -0.845)
H (-2.577, -1.258, -3.854)
H (-4.219, -1.084, -3.054)
H (-2.932, -1.537, -2.139)
C (2.545, -0.678, -6.353)
O (2.649, 0.386, -5.373)
C (3.538, 1.394, -5.536)
C (3.167, 2.586, -4.636)
N (1.718, 3.027, -4.851)
H (1.740, 4.021, -4.676)
H (1.515, 2.902, -5.833)
C (0.714, 2.286, -3.914)
C (-0.632, 2.604, -4.448)
O (-0.900, 2.328, -5.866)
C (-0.876, 0.905, -6.204)
H (3.422, -1.307, -6.200)
H (2.585, -0.313, -7.379)
H (1.619, -1.253, -6.367)
H (3.357, 1.719, -6.561)
H (4.568, 1.075, -5.381)
H (3.759, 3.439, -4.969)
H (3.231, 2.390, -3.566)
H (0.867, 2.668, -2.905)
H (0.793, 1.202, -3.836)
H (-1.017, 3.598, -4.223)
H (-1.325, 2.002, -3.861)
H (-1.205, 0.711, -7.225)
H (-1.505, 0.352, -5.506)
H (0.119, 0.482, -6.064)
C (-4.063, -2.896, 2.284)
F (-3.308, -1.803, 2.306)
F (-3.309, -3.894, 2.099)
F (-4.720, -2.942, 3.472)
S (-5.335, -2.638, 0.834)
O (-5.960, -1.358, 1.091)
O (-4.484, -2.520, -0.343)
O (-6.265, -3.761, 0.799)
C (-0.744, 5.678, 0.814)
F (0.227, 5.405, 1.725)
F (-1.528, 6.557, 1.438)
F (-0.299, 6.244, -0.319)
S (-1.599, 3.982, 0.389)
O (-0.638, 3.245, -0.414)
O (-1.921, 3.311, 1.664)
O (-2.757, 4.354, -0.411)
C (-5.591, -3.628, -4.890)
F (-4.525, -4.204, -5.337)
F (-6.578, -4.567, -4.828)
F (-5.387, -3.253, -3.650)
S (-6.209, -2.071, -5.841)
O (-6.418, -2.457, -7.228)
O (-7.414, -1.609, -5.115)
O (-5.061, -1.163, -5.712)
C (1.744, -3.481, -3.136)
F (1.418, -4.791, -3.120)
F (2.588, -3.212, -2.104)
F (2.251, -3.165, -4.360)
S (0.151, -2.381, -2.862)
O (-0.830, -3.008, -3.709)
O (-0.041, -2.481, -1.426)
O (0.388, -1.000, -3.262)
C (6.541, -2.228, -2.859)
F (6.025, -2.249, -4.125)
F (7.197, -1.088, -2.677)
F (5.556, -2.331, -1.953)
S (7.782, -3.746, -2.670)
O (8.171, -3.500, -1.302)
O (7.007, -4.981, -2.903)
O (8.907, -3.618, -3.656)
C (-0.139, -0.399, 4.438)
F (-0.522, -0.949, 5.618)
F (0.010, -1.415, 3.527)
F (-1.064, 0.431, 3.986)
S (1.610, 0.523, 4.705)
O (2.423, -0.346, 5.532)
O (2.062, 0.705, 3.311)
O (1.325, 1.779, 5.323)

Results of the Löwdin charge analysis, in e, for atoms 1 through 6:
1. C -0.100
2. O -0.188
3. C -0.199
4. C -0.009
5. N 0.083
6. H 0.163